{
  "formula": "C19H35N2PS3Se4Ti",
  "method": "ωB97M-V/def2-TZVPD",
  "gap_ev": [6.407, 6.557],
  "s2": 0.7623,
  "e_above_lowest_kcal_mol": 14.2,
  "energy_ev": -349545.0800,
  "total_charge": 1,
  "lumo_ha": [-0.125, -0.120],
  "spin_multiplicity": 2,
  "symbols": ["Ti", "C", "C", "N", "C", "C", "S", "C", "C", "S", "C", "N", "C", "H", "H", "H", "H", "H", "H", "H", "H", "Se", "Se", "Se", "Se", "C", "S", "C", "H", "H", "H", "H", "H", "H", "C", "C", "C", "P", "C", "C", "C", "C", "C", "C", "H", "H", "H", "H", "H", "H", "H", "H", "H", "H", "H", "H", "H", "H", "H", "H", "H", "H", "H", "H", "H"],
  "positions_angstrom": [[0.4999, 1.4200, -0.3929], [-1.6036, 1.9795, 2.8906], [-0.1502, 1.6402, 2.8852], [0.6151, 1.4129, 1.8379], [1.9399, 1.2206, 2.2260], [2.1565, 1.2669, 3.5558], [0.6921, 1.5718, 4.3586], [2.9726, 1.1241, 1.1890], [4.3029, 1.1360, 1.3910], [5.1027, 1.0636, -0.1061], [3.6404, 1.0551, -0.9503], [2.5859, 1.0792, -0.1523], [3.6725, 1.0746, -2.4376], [-1.9824, 2.0593, 1.8748], [-1.7529, 2.9391, 3.3868], [-2.1728, 1.2253, 3.4341], [3.0881, 1.1529, 4.0867], [4.8372, 1.1904, 2.3259], [4.6110, 0.6595, -2.8035], [3.5850, 2.1086, -2.7762], [2.8308, 0.5282, -2.8523], [0.1730, 1.4686, -2.8534], [1.2322, 3.4768, -3.4695], [0.2251, 4.9397, -1.9875], [0.7296, 3.9123, 0.0573], [-3.0620, 4.0265, -0.2473], [-2.5968, 2.3222, -0.5702], [-4.2132, 1.5305, -0.4977], [-3.7431, 4.0763, 0.6022], [-3.5261, 4.4602, -1.1300], [-2.1515, 4.5743, -0.0148], [-4.8196, 1.8360, -1.3490], [-4.7304, 1.7811, 0.4290], [-4.0698, 0.4525, -0.5394], [2.3421, -2.3272, -1.5944], [1.4677, -2.4384, -0.3482], [2.2952, -2.3280, 0.9323], [0.0292, -1.2839, -0.3882], [-0.8999, -1.7484, 1.1393], [-2.2300, -1.0091, 1.2781], [-1.1139, -3.2440, 1.3864], [-0.8889, -1.8069, -1.9023], [-1.0863, -3.3085, -2.1195], [-2.2203, -1.0695, -2.0759], [3.1132, -3.1002, -1.5706], [2.8471, -1.3641, -1.6366], [1.7798, -2.4529, -2.5198], [1.0083, -3.4262, -0.3532], [2.7408, -1.3403, 1.0474], [3.1169, -3.0471, 0.8971], [1.7133, -2.5446, 1.8292], [-0.2338, -1.3686, 1.9215], [-2.9957, -1.4767, 0.6564], [-2.1834, 0.0439, 0.9994], [-2.5804, -1.0574, 2.3117], [-1.8733, -3.6510, 0.7184], [-1.4694, -3.3942, 2.4089], [-0.2099, -3.8388, 1.2692], [-0.2209, -1.4418, -2.6885], [-1.8392, -3.7142, -1.4435], [-0.1748, -3.8940, -2.0083], [-1.4457, -3.4726, -3.1380], [-3.0169, -1.5777, -1.5280], [-2.5041, -1.0535, -3.1296], [-2.1850, -0.0292, -1.7515]],
  "forces_ev_per_angstrom": [[-0.331, 0.584, -0.294], [0.060, 0.019, -0.068], [-0.087, -0.052, -0.210], [0.270, -0.012, 0.307], [-0.035, 0.156, -0.520], [0.085, -0.132, 0.221], [0.009, 0.045, 0.422], [-0.522, 0.075, -0.100], [0.231, -0.078, 0.117], [0.541, 0.015, 0.035], [-0.225, -0.036, -0.088], [0.319, -0.012, 0.305], [-0.071, -0.027, 0.102], [0.031, -0.009, -0.017], [0.021, -0.010, 0.014], [-0.003, 0.000, 0.000], [-0.053, 0.007, -0.020], [-0.022, -0.016, -0.057], [-0.014, 0.011, 0.022], [-0.006, 0.023, -0.019], [-0.022, -0.030, -0.027], [0.048, -0.083, 0.078], [-0.004, 0.002, 0.027], [-0.022, 0.015, 0.013], [-0.146, -0.380, -0.163], [0.007, 0.084, 0.116], [0.127, -0.101, -0.193], [-0.117, -0.048, 0.056], [0.020, 0.007, -0.005], [-0.026, -0.013, 0.003], [-0.004, -0.013, -0.004], [0.017, 0.017, 0.019], [0.037, 0.004, -0.003], [-0.001, 0.047, -0.016], [0.041, 0.012, -0.004], [0.039, -0.066, 0.022], [0.037, 0.001, 0.003], [-0.244, 0.241, 0.003], [-0.042, -0.141, 0.117], [-0.153, -0.027, -0.049], [-0.038, -0.016, 0.052], [-0.029, -0.067, -0.135], [-0.050, -0.016, -0.042], [-0.076, -0.037, 0.008], [-0.026, 0.009, 0.010], [0.006, 0.043, 0.003], [-0.011, 0.004, 0.020], [0.000, -0.116, -0.021], [0.000, 0.022, -0.027], [-0.042, -0.003, -0.013], [-0.006, 0.020, -0.031], [0.051, 0.020, 0.045], [0.029, 0.010, 0.045], [0.122, 0.004, -0.039], [0.015, -0.062, -0.015], [0.025, 0.029, 0.005], [-0.006, 0.013, -0.037], [0.018, 0.009, 0.022], [0.048, 0.044, -0.024], [0.029, 0.005, 0.000], [0.024, 0.030, 0.008], [-0.018, 0.015, 0.031], [0.029, 0.031, -0.014], [0.017, -0.065, 0.019], [0.099, -0.003, -0.013]],
  "lowdin_spin": [0.990, 0.001, 0.011, 0.005, 0.003, -0.001, 0.005, 0.002, 0.000, 0.001, 0.002, -0.001, 0.000, 0.000, 0.000, 0.000, 0.000, 0.000, 0.000, 0.000, -0.001, -0.029, 0.032, 0.012, -0.038, 0.000, 0.000, 0.000, 0.000, 0.000, 0.000, 0.000, 0.000, 0.000, 0.000, -0.002, 0.000, 0.002, 0.000, 0.001, 0.000, 0.002, 0.000, 0.000, 0.000, 0.000, 0.000, 0.000, 0.000, 0.000, 0.000, 0.000, 0.000, 0.000, 0.000, 0.000, 0.000, 0.000, 0.000, 0.000, 0.000, 0.000, 0.000, 0.000, 0.000]
}

***

{
  "formula": "C19H35N3O4V",
  "method": "ωB97M-V/def2-TZVPD",
  "gap_ev": [8.094, 8.230],
  "s2": 2.0107,
  "e_above_lowest_kcal_mol": 0.0,
  "energy_ev": -58617.4469,
  "total_charge": 1,
  "lumo_ha": [-0.105, -0.111],
  "spin_multiplicity": 3,
  "symbols": ["V", "C", "C", "N", "C", "C", "N", "C", "C", "N", "H", "H", "H", "H", "H", "H", "H", "H", "H", "H", "H", "H", "H", "H", "H", "C", "C", "O", "C", "C", "C", "C", "C", "C", "O", "H", "H", "H", "H", "H", "H", "H", "C", "O", "H", "H", "H", "H", "C", "C", "C", "C", "O", "H", "H", "H", "H", "H", "H", "H", "H", "H"],
  "positions_angstrom": [[-0.1881, -0.2525, 0.3271], [-0.8578, -3.2666, 0.4629], [-2.1636, -2.4493, 0.4013], [-1.9995, -1.1629, 1.1014], [-1.9298, -1.2917, 2.5784], [-0.9321, -0.3081, 3.1872], [0.3289, -0.2350, 2.4245], [1.3356, -1.2701, 2.6947], [0.9329, -2.6058, 2.0807], [0.3225, -2.4106, 0.7410], [-0.7197, -3.7707, -0.4920], [-0.9246, -4.0466, 1.2220], [-2.9876, -3.0306, 0.8236], [-2.4035, -2.2162, -0.6336], [-2.7724, -0.5555, 0.8521], [-1.6513, -2.3171, 2.8134], [-2.9132, -1.1334, 3.0249], [-0.7534, -0.5792, 4.2324], [-1.3527, 0.6977, 3.1750], [0.7415, 0.6886, 2.6101], [1.5089, -1.3991, 3.7677], [2.2665, -0.9192, 2.2483], [0.2102, -3.1110, 2.7179], [1.8021, -3.2631, 2.0235], [1.0242, -2.5957, 0.0326], [3.7393, 0.4004, -1.3780], [2.3080, -0.0519, -1.3404], [1.7265, 0.0634, -0.2351], [1.6725, -0.5932, -2.5132], [2.4353, -0.7815, -3.6922], [1.8908, -1.3160, -4.8249], [0.5353, -1.6853, -4.8194], [-0.2390, -1.5133, -3.7020], [0.2945, -0.9589, -2.5194], [-0.5104, -0.8051, -1.4989], [4.0107, 0.7917, -0.4018], [3.8736, 1.1763, -2.1322], [4.4043, -0.4251, -1.6341], [3.4781, -0.4967, -3.6946], [2.4895, -1.4520, -5.7139], [0.0932, -2.1075, -5.7129], [-1.2877, -1.7803, -3.6975], [1.9460, 3.3177, 2.0843], [0.8335, 2.5146, 2.4553], [1.6314, 4.3250, 1.8025], [2.5021, 2.8740, 1.2528], [2.6037, 3.3930, 2.9473], [0.2478, 2.4048, 1.6802], [-1.9395, 3.5572, 0.5125], [-1.6561, 2.3012, -0.3033], [-2.9540, 1.5423, -0.5622], [-0.9843, 2.6598, -1.6247], [-0.7431, 1.4967, 0.4503], [-2.6558, 4.2009, 0.0011], [-1.0226, 4.1293, 0.6669], [-2.3503, 3.2910, 1.4881], [-3.6332, 2.1406, -1.1698], [-3.4665, 1.3244, 0.3798], [-2.7543, 0.6159, -1.1087], [-1.6138, 3.3305, -2.2111], [-0.7968, 1.7599, -2.2131], [-0.0330, 3.1598, -1.4347]],
  "forces_ev_per_angstrom": [[0.103, -0.037, 0.006], [-0.031, -0.014, -0.004], [-0.003, -0.004, 0.002], [-0.015, 0.033, -0.002], [-0.001, 0.007, 0.013], [0.009, -0.029, 0.005], [-0.015, -0.040, 0.073], [-0.014, -0.012, 0.003], [0.021, 0.014, 0.011], [-0.001, 0.046, -0.033], [-0.001, 0.003, -0.004], [0.014, 0.003, 0.006], [-0.002, 0.002, 0.001], [0.009, 0.013, -0.002], [0.003, -0.005, -0.003], [-0.008, -0.007, -0.009], [-0.001, -0.004, 0.003], [0.007, 0.018, 0.004], [-0.009, 0.000, -0.013], [0.011, -0.006, -0.042], [0.005, 0.011, 0.000], [0.000, -0.001, -0.011], [-0.007, -0.002, -0.009], [-0.002, -0.004, -0.005], [0.004, -0.016, 0.008], [-0.002, -0.005, -0.007], [0.008, 0.021, -0.026], [-0.033, -0.001, 0.092], [-0.084, -0.015, 0.039], [0.017, 0.012, 0.000], [-0.023, -0.013, -0.016], [0.020, 0.015, 0.015], [-0.025, 0.012, -0.021], [0.006, 0.078, 0.025], [0.047, -0.120, -0.031], [0.000, 0.005, 0.000], [0.005, -0.001, 0.003], [-0.005, -0.003, -0.001], [-0.002, -0.004, -0.009], [0.010, 0.003, 0.007], [-0.003, -0.001, 0.001], [0.002, -0.004, -0.002], [-0.018, 0.004, -0.001], [0.009, 0.024, 0.006], [0.000, 0.002, 0.001], [0.001, 0.000, 0.001], [0.001, -0.004, 0.000], [0.022, -0.016, -0.023], [0.011, -0.021, 0.006], [-0.075, 0.043, -0.015], [0.021, -0.051, -0.034], [0.010, -0.003, 0.000], [0.021, 0.032, -0.038], [0.000, -0.004, -0.010], [-0.002, -0.006, 0.011], [0.004, 0.013, 0.004], [-0.007, 0.013, 0.015], [-0.011, 0.018, -0.004], [-0.001, 0.006, 0.019], [0.001, -0.001, -0.001], [0.000, 0.001, -0.004], [-0.003, -0.001, 0.002]],
  "lowdin_spin": [1.888, 0.002, 0.002, 0.003, 0.002, 0.003, 0.003, 0.001, 0.001, -0.003, 0.000, 0.000, 0.000, 0.000, 0.002, 0.000, 0.000, 0.000, 0.000, 0.002, 0.000, 0.000, 0.000, 0.000, 0.000, 0.001, 0.016, 0.016, 0.002, 0.004, 0.000, 0.004, 0.000, 0.006, 0.021, 0.000, 0.000, 0.001, 0.000, 0.000, 0.000, 0.000, 0.000, 0.001, 0.000, 0.000, 0.000, 0.001, -0.001, 0.006, 0.003, -0.001, 0.010, 0.000, 0.000, 0.000, 0.000, 0.000, 0.001, 0.000, 0.000, 0.000]
}

***

{
  "formula": "C19H36BInN9OPS2",
  "method": "ωB97M-V/def2-TZVPD",
  "gap_ev": 8.184,
  "energy_ev": -72545.4193,
  "total_charge": 2,
  "lumo_ha": -0.202,
  "symbols": ["In", "C", "N", "C", "C", "N", "B", "N", "C", "C", "N", "C", "C", "S", "C", "S", "H", "H", "H", "H", "H", "H", "H", "H", "H", "H", "H", "H", "C", "N", "C", "C", "O", "N", "C", "C", "H", "H", "H", "H", "H", "H", "H", "H", "H", "H", "H", "H", "C", "N", "C", "N", "C", "N", "C", "P", "C", "C", "H", "H", "H", "H", "H", "H", "H", "H", "H", "H", "H", "H"],
  "positions_angstrom": [[-0.2709, 0.8869, 0.3497], [-4.6122, -0.1921, 2.9714], [-3.3198, 0.2872, 3.4598], [-2.8947, 0.2415, 4.7710], [-1.6954, 0.8582, 4.8124], [-1.3787, 1.2886, 3.5370], [-0.2034, 2.2806, 3.2029], [1.1725, 1.6622, 3.5731], [1.7096, 1.6897, 4.8481], [2.9487, 1.1595, 4.7993], [3.1755, 0.8042, 3.4861], [4.4227, 0.2534, 2.9640], [2.0942, 1.1321, 2.7601], [2.0821, 0.9189, 1.0321], [-2.3875, 0.9253, 2.7315], [-2.5845, 1.2237, 1.0267], [-5.0880, -0.7453, 3.7755], [-4.4691, -0.8470, 2.1158], [-5.2389, 0.6502, 2.6873], [-3.4922, -0.2070, 5.5444], [-1.0513, 1.0466, 5.6519], [-0.2179, 2.5177, 2.0158], [-0.3602, 3.2918, 3.8230], [1.1733, 2.1182, 5.6753], [3.6891, 1.0047, 5.5633], [5.0529, -0.0094, 3.8080], [4.9296, 0.9901, 2.3444], [4.2115, -0.6392, 2.3797], [1.9203, 1.7370, -2.9960], [1.4131, 3.0576, -2.6412], [1.6664, 4.1248, -3.6142], [0.4821, 3.1729, -1.6926], [-0.1308, 2.1181, -1.2816], [0.1524, 4.3654, -1.1918], [-1.0762, 4.5156, -0.4159], [1.1128, 5.4650, -1.0908], [2.8876, 1.8662, -3.4761], [1.2456, 1.2235, -3.6827], [2.0708, 1.1309, -2.1042], [1.6624, 3.6802, -4.6082], [2.6279, 4.6090, -3.4491], [0.8717, 4.8640, -3.5695], [-1.8333, 3.8204, -0.7688], [-1.4435, 5.5297, -0.5600], [-0.8969, 4.3519, 0.6496], [2.1171, 5.1103, -1.3048], [1.0899, 5.8362, -0.0664], [0.8645, 6.2859, -1.7631], [-1.3089, -4.6089, -0.2970], [-1.9995, -3.7952, 0.7074], [-1.3231, -3.9487, 1.9921], [0.1057, -3.6315, 1.9500], [0.7396, -4.4483, 0.9078], [0.1140, -4.2953, -0.4086], [0.3649, -3.0010, -1.0132], [-0.3769, -1.6920, 0.0803], [-2.0770, -2.4062, 0.2960], [0.3402, -2.2170, 1.7120], [-1.7902, -4.4737, -1.2664], [-1.4010, -5.6566, -0.0107], [-1.4280, -4.9868, 2.3078], [-1.8086, -3.3118, 2.7350], [0.6542, -5.4951, 1.1983], [1.7979, -4.1934, 0.8407], [-0.0934, -2.9407, -2.0012], [1.4358, -2.8213, -1.1206], [-2.6237, -2.3253, -0.6464], [-2.6112, -1.8087, 1.0362], [-0.1011, -1.6186, 2.5182], [1.4125, -2.0078, 1.7039]],
  "forces_ev_per_angstrom": [[0.057, 0.045, 0.142], [0.087, 0.004, 0.064], [-0.004, 0.007, -0.019], [-0.022, 0.013, -0.025], [0.039, 0.016, 0.028], [-0.027, -0.005, -0.074], [-0.024, -0.009, 0.028], [-0.019, 0.044, -0.026], [0.014, 0.002, 0.018], [-0.028, -0.037, -0.003], [0.058, 0.078, -0.014], [-0.074, -0.030, 0.038], [-0.029, -0.079, -0.039], [0.175, 0.034, 0.137], [0.040, 0.013, 0.010], [-0.182, 0.009, 0.092], [-0.026, 0.000, -0.017], [-0.014, 0.006, -0.027], [-0.016, -0.010, -0.012], [0.013, -0.007, 0.018], [-0.003, -0.013, 0.000], [0.022, 0.026, -0.020], [0.003, -0.011, 0.020], [-0.001, 0.002, 0.002], [-0.001, 0.013, 0.014], [0.020, 0.001, -0.015], [0.008, -0.008, -0.009], [0.029, 0.006, -0.019], [0.066, 0.015, 0.032], [0.011, 0.049, -0.078], [-0.017, -0.064, -0.036], [-0.073, -0.097, 0.184], [-0.023, -0.094, -0.489], [0.064, 0.069, 0.102], [0.022, 0.010, -0.049], [-0.052, 0.046, 0.031], [-0.005, -0.006, -0.022], [0.000, -0.019, 0.010], [-0.046, 0.020, -0.020], [0.002, 0.013, -0.011], [0.009, -0.019, -0.015], [0.029, -0.012, -0.031], [0.032, 0.019, 0.008], [-0.007, 0.008, 0.028], [-0.009, 0.010, -0.006], [-0.034, 0.019, 0.036], [0.012, 0.008, -0.001], [-0.005, 0.000, 0.012], [-0.082, -0.047, -0.036], [0.082, 0.001, -0.054], [-0.024, -0.048, 0.127], [0.063, -0.012, -0.161], [-0.021, 0.003, -0.001], [0.091, 0.037, 0.054], [0.026, 0.080, 0.041], [-0.189, -0.015, 0.175], [-0.008, 0.083, -0.160], [0.036, -0.051, -0.007], [0.000, -0.004, 0.004], [-0.008, 0.009, 0.007], [0.002, 0.005, 0.004], [-0.002, -0.011, -0.003], [0.002, 0.001, 0.006], [0.003, 0.001, -0.005], [0.006, -0.030, -0.004], [0.004, -0.045, 0.002], [-0.002, 0.019, 0.016], [-0.005, -0.022, 0.038], [-0.035, -0.028, -0.030], [-0.006, -0.013, 0.006]],
  "mulliken_charge": [1.216, -0.799, 0.242, -0.609, -0.466, 0.672, -0.291, 0.727, -0.484, -0.591, 0.249, -0.847, -0.040, -0.374, -0.101, -0.337, 0.315, 0.285, 0.360, 0.482, 0.483, -0.592, -0.051, 0.538, 0.475, 0.329, 0.361, 0.312, -0.913, 0.165, -1.212, 0.539, -0.630, 0.270, -1.044, -1.219, 0.424, 0.328, 0.220, 0.451, 0.343, 0.395, 0.322, 0.425, 0.225, 0.428, 0.404, 0.333, -0.936, 0.139, -0.992, 0.161, -0.959, 0.162, -0.939, 0.666, -0.204, -0.932, 0.398, 0.312, 0.295, 0.390, 0.308, 0.381, 0.441, 0.416, 0.488, -0.311, 0.555, 0.442]
}